Entry 1:
The following is a quantum chemistry calculation of a 2-piece molecular cluster, C3H2FNO3 overall, from OMol25.

```
10
Properties=species:S:1:pos:R:3:forces:R:3:mulliken_charge:R:1
C -1.030 0.814 0.093 -0.6 -0.2 0.1 0.626
C -3.279 -0.391 0.051 0.6 0.2 0.0 0.560
C 3.226 -0.627 -0.030 0.2 0.5 0.2 -0.313
N -1.779 -0.105 0.095 -0.1 -0.6 0.0 -0.317
O -3.565 -1.517 0.402 -0.2 -1.0 0.3 -0.663
O -0.259 1.696 0.126 0.7 0.7 0.0 -0.550
O -3.943 0.561 -0.331 -0.6 0.9 -0.4 -0.667
F 4.562 -0.459 -0.765 0.0 0.0 0.0 -0.396
H 3.473 -0.095 0.943 -0.2 -0.2 -0.6 -0.172
H 2.595 0.123 -0.584 0.3 -0.3 0.3 -0.108
```
Forces are in eV/Å.

Output
Charge: -2
Electronic energy in a.u.: -495.8000
Largest force on an atom in eV Å⁻¹: 1.1
Highest occupied orbital energy in Ha: 0.04149
ΔE to the lowest compared entry with this formula, charge and spin in eV: 0.0000

=====

Entry 2:
The following is a quantum chemistry calculation of C11H27AgClNO5 as an isolated structure, from OMol25.

```
46
Properties=species:S:1:pos:R:3:forces:R:3:mulliken_charge:R:1
Ag 0.521 0.311 -0.303 0.6 -0.6 -0.6 1.030
Cl 2.844 -0.692 -1.579 -0.4 0.2 0.4 -0.713
C -1.299 -0.407 -3.030 -0.3 -0.8 -0.3 -0.880
O -1.036 0.748 -2.280 -0.3 0.5 -0.1 -0.003
C -0.531 1.846 -3.021 0.2 0.1 0.4 -0.634
C -0.323 2.996 -2.036 -0.3 -0.2 -0.6 -0.415
O 0.682 2.552 -1.165 0.3 -0.2 0.1 -0.318
C 1.242 3.432 -0.235 -0.5 1.1 0.9 -0.776
H -0.433 -0.789 -3.580 0.3 0.2 0.2 0.330
H -2.101 -0.306 -3.774 0.0 0.5 0.1 0.325
H -1.626 -1.156 -2.312 0.2 -0.1 0.0 0.177
H -1.229 2.130 -3.814 0.0 0.0 -0.1 0.384
H 0.445 1.566 -3.431 0.0 0.1 -0.2 0.323
H -1.268 3.205 -1.520 0.1 -0.1 0.2 0.199
H -0.052 3.911 -2.573 0.3 0.0 0.0 0.409
H 2.111 3.976 -0.607 0.1 -0.2 -0.2 0.290
H 1.492 2.904 0.687 0.3 -0.4 -0.3 0.115
H 0.526 4.185 0.131 -0.2 0.0 -0.4 0.364
C 2.303 -0.006 2.607 0.4 -0.6 -0.6 -0.862
O 1.151 0.582 2.026 0.2 0.5 0.4 0.003
C 0.030 0.597 2.851 -1.3 0.1 0.9 -0.667
C -1.062 1.536 2.357 -0.1 -0.1 0.7 -0.593
O -1.544 1.084 1.117 0.2 0.2 0.1 -0.034
C -2.806 1.600 0.775 -0.4 -0.4 0.0 -1.013
H 2.368 0.132 3.686 -0.3 0.1 0.1 0.326
H 3.195 0.419 2.150 -0.2 0.2 -0.1 0.257
H 2.321 -1.068 2.345 0.0 -0.1 0.3 0.215
H 0.263 0.857 3.895 0.4 0.4 -0.2 0.431
H -0.503 -0.359 2.988 0.6 -0.3 -0.6 0.267
H -0.803 2.604 2.361 0.4 -0.1 -0.4 0.337
H -1.845 1.473 3.130 -0.1 -0.2 -0.1 0.410
H -3.548 1.351 1.546 0.1 0.2 0.2 0.373
H -3.144 1.076 -0.118 0.3 0.2 -0.2 0.197
H -2.787 2.682 0.620 0.0 0.0 0.0 0.342
C -0.896 -4.045 0.510 0.6 -1.1 0.3 -1.445
C -0.129 -2.844 0.067 0.2 1.1 -1.2 0.627
O -0.661 -1.720 -0.048 -0.2 -0.7 0.6 -0.499
N 1.143 -3.016 -0.317 0.1 -1.3 0.4 0.359
C 1.902 -4.274 -0.327 0.6 1.3 0.1 -1.006
H -0.404 -4.489 1.384 -0.2 0.3 0.2 0.363
H -0.787 -4.859 -0.215 -0.2 0.2 -0.2 0.380
H -1.946 -3.884 0.713 0.0 0.4 0.0 0.314
H 1.720 -2.233 -0.636 -0.4 0.6 -0.2 -0.227
H 1.516 -5.032 -1.002 -0.3 -0.2 0.2 0.310
H 2.112 -4.609 0.691 -0.3 -0.5 -0.1 0.327
H 2.877 -3.967 -0.717 -0.1 -0.2 -0.1 0.300
```
Forces are in eV/Å.

Output
Electronic energy in a.u.: -1473.3906
Largest force on an atom in eV Å⁻¹: 1.7
Highest occupied orbital energy in Ha: -0.28669
ΔE to the lowest compared entry with this formula, charge and spin in eV: 0.2450

=====

Entry 3:
The following is a quantum chemistry calculation of CH14O5S as an isolated structure, from OMol25.

```
21
Properties=species:S:1:pos:R:3:forces:R:3:mulliken_charge:R:1
C 3.504 -0.351 -0.061 -1.0 -0.3 -1.8 -0.756
S 1.877 0.342 -0.553 0.9 -0.5 0.9 0.019
H 3.581 -0.900 0.861 -0.4 0.4 0.7 0.302
H 4.213 0.487 -0.137 -0.1 -0.2 0.0 0.339
H 3.654 -1.063 -0.884 0.7 0.3 0.2 0.308
H -0.733 -2.610 -1.311 0.8 0.5 -0.1 0.176
H -2.656 -0.554 -0.104 0.1 1.4 -0.3 0.410
H -3.048 -1.288 1.436 0.9 0.2 0.0 0.274
O -2.262 -0.816 1.081 -0.6 -0.7 -0.5 -0.748
H 0.005 1.917 0.585 -0.4 0.1 -0.1 0.344
H 1.189 2.231 1.572 -0.3 -0.2 -0.1 0.330
O 0.308 2.503 1.289 0.6 0.4 0.5 -0.580
H -0.058 -2.243 -1.357 -0.8 -0.5 0.0 -0.173
H -3.698 0.712 -0.773 0.5 -0.7 -0.1 0.314
O -2.949 0.140 -1.045 -0.7 -0.7 0.7 -0.805
H -1.836 1.283 -1.153 -0.3 -0.6 0.2 0.460
H -0.332 1.529 -1.460 -0.9 0.4 0.0 0.264
O -1.089 1.880 -0.950 1.7 0.3 -0.4 -0.724
H -0.686 -1.301 1.085 0.8 0.2 0.3 0.478
H 0.676 -0.620 0.600 -0.6 0.0 1.1 0.213
O 0.339 -1.279 1.277 -0.8 0.2 -1.2 -0.445
```
Forces are in eV/Å.

Output
Electronic energy in a.u.: -820.5724
Largest force on an atom in eV Å⁻¹: 2.1
Highest occupied orbital energy in Ha: -0.34784
ΔE to the lowest compared entry with this formula, charge and spin in eV: 8.4579

=====

Entry 4:
The following is a quantum chemistry calculation of a 4-piece molecular cluster, C3H13NO3 overall, from OMol25.

```
20
Properties=species:S:1:pos:R:3:forces:R:3:mulliken_charge:R:1
C -0.568 0.724 0.545 3.9 -0.2 1.8 -0.708
N -0.523 2.016 -0.123 2.5 -0.6 0.0 0.033
C 0.578 2.389 -0.885 -3.5 1.7 1.9 -0.291
O 1.000 0.042 -2.060 -0.9 2.3 -0.2 -0.637
C -1.615 -0.197 0.001 -1.0 -0.1 -0.6 -0.856
H 0.508 0.337 0.474 -1.6 0.0 -0.4 0.373
H -0.603 0.694 1.626 -0.7 0.8 0.5 0.481
H -1.217 2.689 0.164 -1.1 0.0 -1.5 0.269
H 0.182 2.804 -1.806 0.8 1.1 0.0 0.360
H 1.478 2.798 -0.359 0.1 -2.0 -0.8 0.295
H 0.794 0.925 -1.487 1.3 -3.5 -1.3 0.196
H -1.104 -1.052 -0.435 -0.3 0.2 -0.6 0.184
H -2.087 -0.632 0.896 -0.1 0.2 -0.3 0.305
H -2.329 0.335 -0.664 0.4 -0.6 0.2 0.417
H 1.656 -3.249 0.861 0.1 0.1 -0.2 0.270
H 1.478 -0.694 -1.651 0.0 0.5 1.1 0.313
O 1.449 -2.396 0.463 0.1 0.1 0.0 -0.678
H -0.814 -2.268 2.538 0.1 0.1 -0.1 0.132
H 0.677 -2.076 1.041 -0.3 -0.1 0.0 0.406
O -0.605 -1.646 1.832 0.2 -0.1 0.5 -0.866
```
Forces are in eV/Å.

Output
Electronic energy in a.u.: -402.2969
Largest force on an atom in eV Å⁻¹: 4.3
Highest occupied orbital energy in Ha: -0.28129
ΔE to the lowest compared entry with this formula, charge and spin in eV: 7.7156

=====

Entry 5:
The following is a quantum chemistry calculation of C41H37BeClIN3O2P2Se as an isolated structure, from OMol25.

```
89
Properties=species:S:1:pos:R:3:forces:R:3:mulliken_charge:R:1
Be 1.569 0.344 0.993 0.0 -0.1 0.1 0.044
C -1.610 -1.799 3.073 0.0 0.0 0.0 -1.523
N -0.444 -1.200 2.432 -0.1 0.1 -0.1 1.078
P 0.558 0.003 3.101 0.1 0.0 -0.1 -0.106
C -0.393 1.336 3.888 0.0 0.0 0.0 0.701
C -1.427 1.132 4.798 0.0 0.0 0.0 -0.471
C -2.058 2.212 5.396 0.0 0.0 0.0 -0.717
C -1.641 3.506 5.113 0.0 0.0 0.0 -0.555
C -0.596 3.718 4.227 0.0 0.0 0.0 -0.729
C 0.017 2.637 3.611 0.0 0.1 0.0 -0.417
C 1.285 -0.769 4.583 -0.1 -0.1 0.0 1.078
C 1.236 -2.142 4.800 0.0 0.0 0.0 -0.350
C 1.843 -2.702 5.914 0.0 0.0 0.0 -0.821
C 2.519 -1.895 6.817 0.0 0.0 0.0 -0.550
C 2.574 -0.524 6.607 0.0 0.0 0.0 -0.685
C 1.954 0.036 5.502 0.0 0.1 0.0 -0.907
P -0.067 -1.324 0.772 0.2 0.1 0.0 0.774
C 0.028 -3.119 0.463 -0.1 0.0 0.0 1.120
C -0.574 -3.697 -0.652 0.0 0.0 -0.1 -0.819
C -0.451 -5.060 -0.890 0.0 0.0 0.0 -0.764
C 0.267 -5.858 -0.014 0.0 0.0 0.0 -0.555
C 0.874 -5.289 1.097 0.0 0.0 0.0 -0.861
C 0.761 -3.928 1.330 0.0 0.0 0.0 -0.486
C -1.476 -0.857 -0.273 0.0 0.0 0.0 -0.077
C -2.801 -1.214 -0.033 0.0 0.0 0.0 -0.150
C -3.801 -0.814 -0.905 0.0 0.0 0.0 -0.984
C -3.485 -0.076 -2.039 0.0 0.0 0.0 -0.701
C -2.165 0.261 -2.296 0.0 0.0 0.0 -0.522
C -1.164 -0.121 -1.414 -0.1 0.0 0.0 0.377
H -1.407 -1.976 4.130 0.0 0.0 0.0 0.498
H -1.823 -2.765 2.610 0.0 0.0 0.0 0.443
H -2.487 -1.154 2.983 0.0 0.0 0.0 0.244
H -1.737 0.129 5.062 0.0 0.0 0.0 0.335
H -2.867 2.041 6.094 0.0 0.0 0.0 0.430
H -2.131 4.347 5.586 0.0 0.0 0.0 0.387
H -0.267 4.724 4.002 0.0 0.0 0.0 0.439
H 0.814 2.808 2.896 0.0 0.0 0.0 0.380
H 0.720 -2.777 4.094 0.0 0.0 0.0 0.158
H 1.793 -3.771 6.073 0.0 0.0 0.0 0.438
H 2.999 -2.332 7.683 0.0 0.0 0.0 0.382
H 3.099 0.112 7.308 0.0 0.0 0.0 0.412
H 1.992 1.110 5.362 0.0 0.0 0.0 0.398
H -1.143 -3.088 -1.341 0.0 0.0 0.0 0.411
H -0.923 -5.495 -1.762 0.0 0.0 0.0 0.436
H 0.357 -6.921 -0.198 0.0 0.0 0.0 0.383
H 1.451 -5.902 1.777 0.0 0.0 0.0 0.447
H 1.272 -3.481 2.168 0.0 0.0 0.1 0.130
H -3.064 -1.816 0.826 0.0 0.0 0.0 0.401
H -4.829 -1.088 -0.706 0.0 0.0 0.0 0.400
H -4.268 0.231 -2.720 0.0 0.0 0.0 0.398
H -1.910 0.834 -3.179 0.0 0.0 0.0 0.472
H -0.135 0.162 -1.607 0.0 0.0 0.0 -0.234
Cl 3.432 -1.745 1.949 -0.1 0.3 -0.1 -0.266
C 3.243 -0.128 1.055 0.1 -0.4 0.2 -0.680
H 3.751 -0.313 0.111 0.0 0.1 0.0 0.362
H 3.870 0.554 1.632 0.0 0.0 0.0 0.446
C 1.065 1.961 -4.332 0.0 -0.1 0.0 -0.898
N 1.164 0.581 -4.762 0.0 0.1 0.0 0.566
C 1.749 -0.424 -4.058 -0.1 0.0 0.1 -0.393
Se 2.542 -0.333 -2.415 0.0 -0.1 -0.2 -0.337
N 1.596 -1.547 -4.807 0.1 0.0 0.0 0.078
C 0.931 -1.273 -5.990 0.0 0.0 0.0 0.369
C 0.546 -2.065 -7.057 0.0 0.0 0.0 -0.916
C -0.125 -1.436 -8.098 0.0 0.0 0.0 -0.433
C -0.400 -0.068 -8.067 0.0 0.0 0.0 -0.725
C -0.013 0.723 -6.994 0.0 0.0 0.0 -0.591
C 0.656 0.093 -5.959 0.0 0.0 0.0 0.765
H 1.370 2.009 -3.289 0.0 0.0 0.0 -0.193
H 0.033 2.300 -4.430 0.0 0.0 0.0 0.430
H 1.717 2.595 -4.933 0.0 0.0 0.0 0.454
H 1.957 -2.432 -4.493 0.0 0.0 0.0 0.248
H 0.757 -3.125 -7.081 0.0 0.0 0.0 0.410
H -0.441 -2.021 -8.951 0.0 0.0 0.0 0.385
H -0.924 0.385 -8.897 0.0 0.0 0.0 0.387
H -0.224 1.784 -6.971 0.0 0.0 0.0 0.421
I -0.888 7.111 -3.598 0.0 0.1 -0.1 0.077
C -0.609 5.510 -2.296 0.0 -0.1 0.1 -0.076
C -1.669 5.070 -1.515 0.0 0.0 0.0 -0.648
C -1.478 4.002 -0.653 0.0 0.0 0.0 -0.493
C -0.240 3.377 -0.572 0.0 0.0 0.0 -0.036
C 0.813 3.828 -1.360 0.0 0.0 0.0 -0.359
C 0.635 4.898 -2.223 0.0 0.0 0.0 -0.400
C -0.074 2.195 0.340 0.1 0.0 -0.2 1.058
O -0.993 1.796 1.036 0.0 0.0 0.0 -0.581
O 1.105 1.652 0.276 0.0 0.0 0.2 0.027
H -2.634 5.555 -1.582 0.0 0.0 0.0 0.396
H -2.285 3.631 -0.035 0.0 0.0 0.0 0.517
H 1.768 3.324 -1.293 0.0 0.0 0.0 0.582
H 1.456 5.252 -2.833 0.0 0.0 0.0 0.441
```
Forces are in eV/Å.

Output
Electronic energy in a.u.: -5756.2692
Largest force on an atom in eV Å⁻¹: 0.4
Highest occupied orbital energy in Ha: -0.27662
ΔE to the lowest compared entry with this formula, charge and spin in eV: 0.1819

=====

Entry 6:
The following is a quantum chemistry calculation of a single C6H9BF4O7S molecule, from OMol25.

```
28
Properties=species:S:1:pos:R:3:forces:R:3:mulliken_charge:R:1
O 0.404 -2.563 -0.365 2.5 4.4 2.1 -0.612
S 0.970 -1.446 0.564 -5.8 -6.8 1.7 1.114
O 0.497 -1.809 2.013 2.5 2.7 -4.6 -0.600
C 2.848 -1.603 0.526 5.1 -1.3 0.4 0.588
F 3.574 -0.421 1.048 -2.5 -3.9 -1.9 -0.210
F 3.392 -1.956 -0.811 -2.0 1.5 4.7 -0.194
F 3.193 -2.757 1.429 -1.3 4.1 -3.2 -0.207
C 0.422 0.293 0.029 0.1 3.1 0.8 0.523
C 1.204 0.709 -1.385 0.8 0.4 0.8 -0.796
O 1.319 -0.419 -2.326 3.7 1.6 4.1 -0.062
O 0.287 -0.496 -3.127 -4.9 -1.3 -2.9 -0.425
O 0.996 1.104 1.154 -2.3 -0.5 0.0 -0.404
C -0.013 1.394 2.224 -0.6 -0.1 -0.6 0.259
F -0.228 2.882 2.236 0.8 -3.5 0.1 -0.328
C -1.477 0.727 1.770 0.7 -0.8 -0.9 -0.808
C -1.163 0.695 0.148 0.0 0.7 0.6 -0.224
B -2.267 0.042 -0.880 -1.5 -0.6 -2.0 0.616
O -2.492 0.748 -2.191 0.3 0.4 3.9 -0.533
O -3.103 -1.152 -0.633 0.0 4.0 -0.3 -0.529
H 0.752 1.694 -1.866 0.6 -2.3 1.0 0.342
H 2.320 0.984 -1.064 -2.4 -0.8 -0.7 0.292
H -0.196 -1.387 -3.006 1.4 1.7 0.4 0.346
H 0.491 0.991 3.208 -1.3 1.4 -1.9 0.311
H -1.710 -0.364 2.142 1.1 2.1 -0.5 0.300
H -2.446 1.316 2.063 2.3 -0.5 -0.7 0.403
H -1.161 1.857 -0.122 0.5 -2.4 0.3 0.178
H -2.354 1.740 -2.044 0.0 -2.1 -0.5 0.339
H -4.058 -0.801 -0.734 2.1 -1.1 -0.2 0.319
```
Forces are in eV/Å.

Output
Electronic energy in a.u.: -1582.9564
Structure (SMILES): O=S(=O)(C(F)(F)F)[C@]1(COO)O[C@@H](F)C[C@@H]1B(O)O
Largest force on an atom in eV Å⁻¹: 9.1
Highest occupied orbital energy in Ha: -0.38135

=====

It is found that the molecular weight values, taken in the order of the records, are 119.05; 396.66; 138.19; 111.14; 916.04; 312.00 g mol⁻¹.